[1]
This record from OMol25 describes a molecular structure, C45H44N5O9PPb. The level of theory is ωB97M-V with the def2-TZVPD basis set.

Atoms and positions in Å:
1 Pb -1.08381 -1.42860 0.47119
2 N -2.37113 -2.04813 -3.12120
3 C -3.08163 -1.01419 -2.57064
4 C -3.84142 -0.22422 -3.46253
5 C -4.62003 0.79104 -2.96730
6 C -4.65963 1.00681 -1.58892
7 C -3.89313 0.18228 -0.79420
8 N -3.10872 -0.78858 -1.26373
9 C -1.51831 -3.04239 -2.65857
10 C -1.10791 -3.96642 -3.63382
11 C -0.32740 -5.03748 -3.27071
12 C 0.02455 -5.18577 -1.93386
13 C -0.39193 -4.21980 -1.04622
14 N -1.12896 -3.15702 -1.39330
15 H -2.38545 -2.02057 -4.12450
16 H -3.81510 -0.43378 -4.52482
17 H -5.21380 1.39910 -3.63823
18 H -5.27848 1.77858 -1.15118
19 H -3.90390 0.28105 0.28583
20 H -1.40679 -3.82327 -4.66460
21 H -0.00813 -5.75588 -4.01429
22 H 0.61268 -6.02696 -1.59718
23 H -0.14904 -4.28052 0.00637
24 O -3.00180 0.99749 2.50448
25 C -2.42004 1.92006 2.07589
26 O -1.25150 1.70727 1.25436
27 C -2.68085 3.35409 2.16731
28 C -3.74537 3.92460 2.85495
29 C -3.91360 5.29416 2.79429
30 C -3.03020 6.08944 2.06372
31 C -1.95599 5.52671 1.39389
32 C -1.79319 4.15302 1.44676
33 P -0.58940 3.04467 0.72308
34 C 1.04000 3.15309 1.44086
35 C 1.99209 4.02971 0.91829
36 C 3.23250 4.11381 1.52261
37 C 3.51814 3.32587 2.63186
38 C 2.56224 2.46335 3.15058
39 C 1.30977 2.37327 2.56541
40 C -0.59848 3.14858 -1.05344
41 C 0.53449 2.83050 -1.79808
42 C 0.49071 2.96029 -3.17538
43 C -0.67800 3.36609 -3.80240
44 C -1.81114 3.66023 -3.05708
45 C -1.77437 3.56624 -1.67874
46 H -4.40997 3.27785 3.41309
47 H -4.73945 5.75816 3.31630
48 H -3.19737 7.15706 2.01522
49 H -1.26688 6.14488 0.83269
50 H 1.76027 4.62568 0.04323
51 H 3.98286 4.78524 1.12718
52 H 4.49618 3.38394 3.09154
53 H 2.78944 1.85407 4.01522
54 H 0.56431 1.68147 2.96067
55 H 1.43540 2.47869 -1.31141
56 H 1.36485 2.71633 -3.76081
57 H -0.70534 3.44345 -4.88074
58 H -2.72414 3.97330 -3.54604
59 H -2.65001 3.80589 -1.08720
60 C 3.44753 -2.32367 2.17801
61 C 2.03153 -1.84243 2.05485
62 N 1.35900 -2.07069 0.98151
63 O 2.09474 -2.67138 -0.03275
64 C 1.48126 -1.04564 3.14985
65 C 2.18007 -0.99591 4.48456
66 N 0.43946 -0.30075 2.91642
67 O 0.03852 0.53306 3.81106
68 H 3.86380 -2.46262 1.18213
69 H 3.47298 -3.28769 2.69015
70 H 4.04933 -1.61333 2.74073
71 H 1.69059 -2.22778 -0.81467
72 H 2.48699 -1.99091 4.81017
73 H 1.47870 -0.58097 5.20732
74 H 3.06387 -0.34884 4.46443
75 C -2.79190 -2.55529 3.44961
76 C -2.18544 -3.69732 2.62071
77 C -3.17350 -4.87638 2.60417
78 C -0.87656 -4.16624 3.28043
79 O -1.95258 -3.30843 1.30558
80 H -3.07673 -2.89322 4.44934
81 H -3.68174 -2.17657 2.93965
82 H -2.07958 -1.73267 3.54726
83 H -3.35635 -5.24536 3.61667
84 H -2.76840 -5.68571 1.99385
85 H -4.11765 -4.55373 2.16107
86 H -1.05549 -4.56218 4.28364
87 H -0.17642 -3.33017 3.34480
88 H -0.42451 -4.94785 2.66511
89 O 0.22045 -0.65116 -3.81380
90 C 0.99806 -0.74480 -2.85815
91 O 0.70199 -0.92393 -1.63032
92 C 2.49603 -0.62045 -3.13671
93 C 2.97274 -0.70831 -4.43549
94 C 4.32816 -0.54628 -4.73163
95 C 5.16671 -0.28225 -3.67734
96 O 6.52126 -0.06199 -3.69391
97 C 6.90026 0.17032 -2.34386
98 O 5.74342 0.07584 -1.52607
99 C 4.69640 -0.19879 -2.37532
100 C 3.37162 -0.36874 -2.07033
101 H 2.25932 -0.89913 -5.22636
102 H 4.70654 -0.62324 -5.74199
103 H 7.33727 1.17052 -2.25179
104 H 7.63682 -0.57731 -2.03402
105 H 3.00273 -0.32346 -1.05433

ΔE to the lowest compared entry with this formula, charge and spin   0.0 kcal/mol
HOMO level   -0.250 Eh
E   -87791.3639 eV
Total charge   0

***

[2]
This record from OMol25 describes a molecular structure, C15H26F6IrNO3P2. The level of theory is ωB97M-V with the def2-TZVPD basis set.

Atoms and positions in Å:
1 Ir -0.02409 -0.37405 0.20672
2 P 1.49137 1.25777 0.41537
3 C 1.99822 1.54883 -1.38469
4 C 1.48914 0.44395 -2.26483
5 N 0.49813 -0.35687 -1.79806
6 C -0.27092 -1.06195 -2.65376
7 C 0.19047 -1.28944 -3.93479
8 C 1.32157 -0.62632 -4.37067
9 C 1.97551 0.27036 -3.54597
10 C -1.55476 -1.57391 -2.12945
11 P -2.08017 -0.48733 -0.72032
12 H 2.80070 0.90705 -3.88267
13 H -0.35595 -1.98677 -4.55214
14 H 1.68426 -0.77484 -5.38875
15 H -2.33242 -1.59874 -2.89692
16 H -1.46014 -2.59549 -1.73796
17 H 1.59769 2.48610 -1.69056
18 H 3.09648 1.64540 -1.42356
19 H -0.41582 3.60095 -1.82545
20 O 0.01889 3.86738 -2.63193
21 H 0.59104 4.61906 -2.31235
22 H -1.43433 2.06687 0.31648
23 O -1.46201 2.90956 -0.12337
24 H -2.19974 3.34250 0.35813
25 C -3.04128 0.83520 -1.55077
26 H -3.66842 0.41822 -2.35777
27 H -3.70535 1.32046 -0.81412
28 H -2.35809 1.58216 -1.98260
29 C -3.33101 -1.48082 0.16863
30 H -3.79674 -0.83527 0.92629
31 H -4.10551 -1.86443 -0.51671
32 H -2.83509 -2.31856 0.67501
33 C 2.98369 0.52445 1.10148
34 H 3.85951 0.88722 0.56895
35 H 3.08410 0.78030 2.15472
36 H 2.95317 -0.56094 1.02092
37 C 1.30434 2.87033 1.22086
38 H 1.36563 2.72287 2.30442
39 H 2.07998 3.57156 0.89772
40 H 0.33763 3.30944 0.96166
41 C 0.41876 -0.56128 3.59620
42 C 0.29007 -1.86849 2.79854
43 O 0.42478 -1.86345 1.42015
44 C 1.45334 -2.84632 3.21514
45 F 1.58258 -3.01903 4.54238
46 F 1.30234 -4.05437 2.62056
47 F 2.62712 -2.32138 2.74852
48 C -1.09647 -2.54862 3.14053
49 F -1.16408 -3.02951 4.41179
50 F -2.09614 -1.62265 3.01640
51 F -1.38469 -3.55497 2.28999
52 H 1.46414 -0.24284 3.64780
53 H 0.04472 -0.71154 4.61750
54 H -0.15616 0.24218 3.12733

2S+1   5
HOMO level (alpha / beta)   -0.553 / -0.603 Eh
E   -61314.1711 eV
Total charge   +2

***

[3]
This record from OMol25 describes a molecular structure, C60H58N11O4P2ReS2. The level of theory is ωB97M-V with the def2-TZVPD basis set.

Atoms and positions in Å:
1 Re -1.22857 0.93907 -0.44453
2 N 1.52407 6.83440 4.88504
3 C 0.68253 5.88117 4.42819
4 C 1.06019 4.52256 4.44029
5 C 0.22903 3.56441 3.90981
6 C -0.99972 3.93519 3.37059
7 C -1.41780 5.26484 3.39768
8 C -0.58571 6.22584 3.91764
9 S -1.96379 2.69321 2.60286
10 O -3.35913 3.04207 2.61919
11 O -1.58409 1.40835 3.12310
12 N -1.50344 2.54147 1.00086
13 C -1.31601 3.50643 0.08130
14 N -0.87495 2.94482 -1.08713
15 C -0.43777 3.76880 -2.04718
16 C -0.53392 5.13097 -1.91514
17 C -1.12083 5.60498 -0.74113
18 N -1.48970 4.80733 0.24705
19 H 2.38126 6.58558 5.34313
20 H 1.22263 7.78986 4.94949
21 H 2.00824 4.24177 4.88163
22 H 0.50198 2.51662 3.92244
23 H -2.39426 5.52577 3.02160
24 H -0.90043 7.26145 3.94480
25 H 0.00163 3.31243 -2.91775
26 H -0.16287 5.79575 -2.67942
27 H -1.27943 6.66608 -0.58026
28 C 3.56381 -4.26744 11.29775
29 O 2.36884 -4.51691 10.56698
30 C 2.14533 -3.89326 9.42026
31 C 0.94600 -4.22218 8.76228
32 C 0.63088 -3.63778 7.56638
33 C 1.49460 -2.69716 6.97311
34 C 2.67622 -2.36499 7.63980
35 C 3.00538 -2.95069 8.84326
36 C 1.11991 -2.13374 5.69691
37 N 0.03292 -2.48595 5.02233
38 C 0.03647 -1.74655 3.89534
39 C 1.15173 -0.90951 3.84782
40 N 1.82704 -1.17531 5.00766
41 C 1.39282 -0.02230 2.77256
42 C 2.47488 0.86858 2.66245
43 C 2.56291 1.68275 1.55807
44 C 1.58780 1.61831 0.57033
45 N 0.54794 0.79157 0.64485
46 C 0.43714 -0.02303 1.73239
47 C -0.71931 -0.84971 1.79196
48 N -1.61724 -0.71847 0.77092
49 C -2.72822 -1.46137 0.81010
50 C -3.01226 -2.34496 1.84161
51 C -2.12216 -2.47945 2.88788
52 C -0.94340 -1.72474 2.86297
53 H 3.51244 -4.90365 12.17465
54 H 3.62458 -3.22372 11.61219
55 H 4.44621 -4.52759 10.70997
56 H 0.29290 -4.94338 9.23398
57 H -0.28676 -3.88750 7.05544
58 H 3.36386 -1.64087 7.21673
59 H 3.92634 -2.67741 9.33858
60 H 2.67665 -0.74129 5.32536
61 H 3.22899 0.91722 3.43707
62 H 3.38173 2.37779 1.44071
63 H 1.64879 2.24756 -0.30669
64 H -3.41127 -1.35556 -0.01838
65 H -3.93753 -2.90238 1.82248
66 H -2.30318 -3.14502 3.72184
67 C 1.98794 -5.09346 -5.32351
68 S 0.50196 -4.22128 -5.87828
69 C 1.21956 -2.61458 -6.38206
70 C 0.54830 -1.43581 -5.67884
71 C 0.61108 -1.60155 -4.16060
72 N 0.27162 -0.36637 -3.42779
73 P 1.56362 0.50842 -2.66772
74 C 2.68473 0.81300 -4.07886
75 C 3.67210 -0.06598 -4.52213
76 C 4.42732 0.24605 -5.64174
77 C 4.20467 1.42791 -6.33494
78 C 3.23281 2.31414 -5.89401
79 C 2.49007 2.01428 -4.76388
80 C 2.42564 -0.82993 -1.75026
81 C 1.73830 -1.95361 -1.29415
82 C 2.38977 -2.92475 -0.54995
83 C 3.73533 -2.77612 -0.24019
84 C 4.42070 -1.64707 -0.66422
85 C 3.76723 -0.67128 -1.40396
86 P -1.23923 -0.07377 -2.71066
87 C -2.13094 -1.61017 -3.03641
88 C -2.10743 -2.64421 -2.09929
89 C -2.65168 -3.87975 -2.40905
90 C -3.20509 -4.09243 -3.66441
91 C -3.23502 -3.06472 -4.59812
92 C -2.70750 -1.82157 -4.28890
93 C -2.04986 1.15299 -3.78336
94 C -3.42887 1.35495 -3.67448
95 C -4.03124 2.41066 -4.33696
96 C -3.26963 3.27430 -5.11436
97 C -1.91116 3.04461 -5.27087
98 C -1.30460 1.98542 -4.61223
99 H 1.68738 -6.10381 -5.05775
100 H 2.41492 -4.59679 -4.45263
101 H 2.71348 -5.13627 -6.13243
102 H 1.08769 -2.53517 -7.45925
103 H 2.28584 -2.64263 -6.15562
104 H -0.49282 -1.35927 -6.00093
105 H 1.05965 -0.51364 -5.96804
106 H 1.62134 -1.90175 -3.88107
107 H -0.05428 -2.41141 -3.87194
108 H 3.86180 -0.99169 -3.99480
109 H 5.19915 -0.43724 -5.97094
110 H 4.79480 1.66049 -7.21092
111 H 3.06166 3.24324 -6.42114
112 H 1.75810 2.72905 -4.40351
113 H 0.68964 -2.08014 -1.53927
114 H 1.84876 -3.80177 -0.21549
115 H 4.24773 -3.54553 0.32216
116 H 5.47176 -1.53157 -0.43280
117 H 4.30628 0.21075 -1.73141
118 H -1.64315 -2.47545 -1.13661
119 H -2.62973 -4.67675 -1.67757
120 H -3.60866 -5.06387 -3.91591
121 H -3.66387 -3.23762 -5.57605
122 H -2.73980 -1.01864 -5.01440
123 H -4.02169 0.67463 -3.08373
124 H -5.09623 2.57424 -4.23509
125 H -3.74572 4.11264 -5.60488
126 H -1.32149 3.69756 -5.90178
127 H -0.25423 1.77207 -4.76599
128 C -5.48478 -0.80689 -1.70073
129 N -5.59100 0.37829 -0.86352
130 C -4.58108 1.14590 -0.42183
131 N -4.89549 2.17524 0.36311
132 O -3.40099 0.89126 -0.81671
133 H -5.93062 -1.66013 -1.18946
134 H -4.44105 -1.02886 -1.91360
135 H -6.00933 -0.66772 -2.64598
136 H -6.52120 0.61389 -0.55695
137 H -5.85899 2.34316 0.60480
138 H -4.22725 2.60273 1.00277

2S+1   4
HOMO level (alpha / beta)   -0.484 / -0.483 Eh
E   -130103.2779 eV
Total charge   +3

***

[4]
This record from OMol25 describes a molecular structure, C31H24N5O4SSc. The level of theory is ωB97M-V with the def2-TZVPD basis set.

Atoms and positions in Å:
1 Sc -0.06195 -0.61099 0.09366
2 C 2.82789 -3.59487 1.38980
3 O 3.69145 -3.09372 0.37292
4 C 3.18220 -2.87482 -0.86723
5 C 4.04539 -3.04096 -1.93060
6 C 3.63843 -2.80185 -3.24409
7 C 2.34238 -2.40494 -3.47970
8 C 1.45874 -2.20178 -2.41293
9 C 0.08033 -1.81678 -2.70858
10 N -0.69611 -1.37633 -1.79827
11 N -2.03719 -1.14533 -2.08166
12 C -2.64957 -0.77176 -0.99176
13 O -2.08178 -0.60349 0.18288
14 C -4.12261 -0.56733 -1.07475
15 C -4.77471 -0.48482 -2.30326
16 C -6.14717 -0.29995 -2.34969
17 C -6.88076 -0.19981 -1.17184
18 C -6.23345 -0.27780 0.05381
19 C -4.85615 -0.45524 0.10150
20 C 1.87304 -2.41306 -1.07885
21 O 1.06193 -2.19424 -0.05475
22 H 3.48294 -4.02514 2.14271
23 H 2.16916 -4.37136 0.99825
24 H 2.21672 -2.80993 1.82935
25 H 5.05533 -3.36509 -1.70879
26 H 4.33266 -2.94301 -4.06230
27 H 1.98817 -2.24185 -4.49224
28 H -0.29934 -1.93129 -3.72218
29 H -4.19107 -0.57079 -3.21055
30 H -6.64929 -0.23290 -3.30737
31 H -7.95415 -0.05771 -1.21131
32 H -6.80113 -0.19811 0.97380
33 H -4.33479 -0.50729 1.04879
34 O 1.43667 0.63194 0.17365
35 C 2.35939 1.04331 1.01785
36 C 3.36350 1.92135 0.58439
37 C 4.33653 2.38115 1.44748
38 C 4.34235 1.98952 2.78901
39 C 3.35989 1.13013 3.22695
40 C 2.37183 0.64005 2.36500
41 C 1.35090 -0.28041 2.87758
42 N 0.19543 -0.61799 2.31877
43 C -0.43551 -1.50472 3.17714
44 C 0.33914 -1.70400 4.26540
45 N 1.46073 -0.92101 4.06088
46 H 3.34427 2.22024 -0.45720
47 H 5.09923 3.05783 1.08125
48 H 5.09374 2.36042 3.47446
49 H 3.34560 0.85264 4.27623
50 H -1.39898 -1.92492 2.94118
51 H 0.20649 -2.31110 5.14536
52 H 2.26196 -0.87371 4.66346
53 S 0.24033 3.34142 -2.86315
54 C 0.06670 1.67838 -2.44254
55 N -0.56584 1.42543 -1.35195
56 C -0.98879 2.61463 -0.74735
57 C -1.71567 2.70035 0.44289
58 C -2.05402 3.94911 0.91805
59 C -1.68707 5.11251 0.22504
60 C -0.97796 5.04006 -0.95684
61 C -0.63232 3.77466 -1.43335
62 H 0.50564 0.90762 -3.06524
63 H -2.01483 1.79522 0.95688
64 H -2.61862 4.03509 1.83893
65 H -1.96821 6.08156 0.61984
66 H -0.69800 5.93759 -1.49489

ΔE to the lowest compared entry with this formula, charge and spin   11.0 kcal/mol
HOMO level   -0.281 Eh
E   -79718.5163 eV
Total charge   0